{
  "formula": "C78H65F13",
  "method": "ωB97M-V/def2-TZVPD",
  "charge": 0,
  "total_energy_ha": -4309.49231,
  "e_lumo_ev": 0.43,
  "homo_ha": -0.33569,
  "homo_lumo_gap_ha": 0.3515,
  "max_force_ev_per_a": 1.3,
  "de_lowest_ev": 0.0000,
  "elements": ["F", "C", "C", "C", "C", "C", "C", "H", "H", "H", "H", "H", "F", "C", "C", "C", "C", "C", "C", "H", "H", "H", "H", "H", "F", "C", "C", "C", "C", "C", "C", "H", "H", "H", "H", "H", "F", "C", "C", "C", "C", "C", "C", "H", "H", "H", "H", "H", "F", "C", "C", "C", "C", "C", "C", "H", "H", "H", "H", "H", "F", "C", "C", "C", "C", "C", "C", "H", "H", "H", "H", "H", "F", "C", "C", "C", "C", "C", "C", "H", "H", "H", "H", "H", "F", "C", "C", "C", "C", "C", "C", "H", "H", "H", "H", "H", "F", "C", "C", "C", "C", "C", "C", "H", "H", "H", "H", "H", "F", "C", "C", "C", "C", "C", "C", "H", "H", "H", "H", "H", "F", "C", "C", "C", "C", "C", "C", "H", "H", "H", "H", "H", "F", "C", "C", "C", "C", "C", "C", "H", "H", "H", "H", "H", "F", "C", "C", "C", "C", "C", "C", "H", "H", "H", "H", "H"],
  "positions_angstrom": [[4.31954, 0.30776, -1.71952], [5.60063, 0.29046, -2.15693], [5.84247, 0.31101, -3.51493], [7.14917, 0.34940, -3.97662], [8.18116, 0.42492, -3.05388], [7.92814, 0.37805, -1.69173], [6.62091, 0.25941, -1.23230], [4.99709, 0.31071, -4.18895], [7.35726, 0.41289, -5.03454], [9.20892, 0.52368, -3.38353], [8.72503, 0.49253, -0.96962], [6.34641, 0.20958, -0.18453], [4.35704, -1.84080, -5.29610], [3.02025, -2.01594, -5.17489], [2.47126, -3.21967, -5.55802], [1.12271, -3.44085, -5.31311], [0.39290, -2.52087, -4.56893], [0.98214, -1.34268, -4.11871], [2.32178, -1.10023, -4.42640], [3.11647, -4.00631, -5.92811], [0.62970, -4.36098, -5.59856], [-0.61969, -2.74348, -4.24487], [0.37484, -0.55907, -3.68990], [2.77792, -0.24349, -3.94331], [4.31287, -0.95814, 1.36727], [4.31781, -1.91118, 2.33278], [3.11052, -2.28659, 2.87406], [3.12285, -3.23522, 3.88241], [4.31998, -3.80096, 4.30376], [5.50930, -3.40217, 3.73188], [5.52389, -2.45338, 2.72970], [2.19149, -1.80657, 2.56157], [2.21281, -3.49814, 4.40716], [4.31510, -4.54141, 5.09172], [6.44417, -3.78578, 4.12195], [6.42064, -2.04155, 2.28365], [-1.73554, 1.81063, 0.24804], [-0.58596, 1.11367, 0.11304], [-0.58185, -0.00811, -0.68537], [0.58016, -0.74659, -0.82198], [1.75286, -0.30353, -0.22175], [1.73497, 0.81674, 0.59209], [0.54974, 1.49311, 0.80128], [-1.54208, -0.31101, -1.08358], [0.58158, -1.63226, -1.44157], [2.62489, -0.91610, -0.37361], [2.56814, 1.10385, 1.22139], [0.44377, 2.24110, 1.58193], [5.78278, 5.18669, -1.68930], [4.47222, 5.02139, -1.98896], [3.77556, 3.99116, -1.40074], [2.40274, 3.87550, -1.60549], [1.77096, 4.78311, -2.44498], [2.47854, 5.86457, -2.95792], [3.84524, 5.98646, -2.75681], [4.32423, 3.27473, -0.80008], [1.85140, 3.07199, -1.13472], [0.70405, 4.69919, -2.60974], [1.94981, 6.61120, -3.53754], [4.41455, 6.76171, -3.24987], [-2.12634, -7.18916, 1.69786], [-1.69587, -6.48695, 0.61705], [-1.99003, -6.96217, -0.63805], [-1.62414, -6.16604, -1.71927], [-0.97306, -4.96373, -1.51498], [-0.71300, -4.49684, -0.23551], [-1.08901, -5.26297, 0.85459], [-2.45612, -7.93525, -0.70615], [-1.90685, -6.49010, -2.71317], [-0.63719, -4.39549, -2.37443], [-0.25113, -3.53748, -0.03859], [-1.00221, -4.94951, 1.88643], [-0.19241, -2.02638, 2.09157], [-1.37834, -2.16854, 2.72285], [-1.45154, -2.93153, 3.86410], [-2.68202, -3.18232, 4.43771], [-3.82737, -2.63643, 3.89117], [-3.72372, -1.82331, 2.76151], [-2.49731, -1.59870, 2.16488], [-0.54782, -3.29150, 4.34071], [-2.72633, -3.75506, 5.35497], [-4.81814, -2.81657, 4.28599], [-4.64888, -1.44211, 2.34746], [-2.40098, -0.95023, 1.30254], [2.80848, -6.43239, -3.23309], [3.57137, -5.61314, -2.47769], [3.12171, -4.33405, -2.23676], [3.94933, -3.47166, -1.54299], [5.12039, -3.95636, -0.95815], [5.46866, -5.28886, -1.08371], [4.72106, -6.11505, -1.90473], [2.16990, -4.10384, -2.70675], [3.70262, -2.42998, -1.40038], [5.70783, -3.24445, -0.39229], [6.29463, -5.70307, -0.52055], [4.95912, -7.16159, -2.04653], [-2.54710, 5.03960, 6.07108], [-2.92340, 3.93126, 5.39940], [-2.55693, 3.80690, 4.07778], [-2.98541, 2.68283, 3.38414], [-3.86123, 1.77515, 3.96545], [-4.27932, 1.98162, 5.26052], [-3.80629, 3.06043, 6.00561], [-1.90168, 4.53498, 3.61914], [-2.77137, 2.57279, 2.32700], [-4.18399, 0.92342, 3.38284], [-4.94782, 1.30001, 5.77446], [-4.15734, 3.25382, 7.00864], [-6.84246, 5.92081, 1.87504], [-5.82521, 5.79130, 1.00216], [-4.72822, 5.03231, 1.35966], [-3.66081, 4.93201, 0.47738], [-3.71568, 5.57329, -0.74979], [-4.88079, 6.23412, -1.12003], [-5.95472, 6.34916, -0.25794], [-4.65146, 4.58867, 2.34368], [-2.84384, 4.29830, 0.80102], [-2.87896, 5.55897, -1.43570], [-4.91726, 6.67888, -2.10789], [-6.90685, 6.77288, -0.54600], [-8.12054, 3.04912, -1.12979], [-7.01630, 2.37133, -0.75260], [-5.79028, 2.77574, -1.21753], [-4.66822, 2.02430, -0.89414], [-4.79383, 0.91303, -0.07946], [-6.03036, 0.59069, 0.45819], [-7.16001, 1.31125, 0.11573], [-5.69954, 3.64672, -1.85267], [-3.67446, 2.27932, -1.23773], [-3.94673, 0.26886, 0.11231], [-6.09948, -0.29846, 1.07393], [-8.15281, 1.10817, 0.49577], [0.80941, 4.61418, 5.58590], [1.51829, 4.41528, 4.46028], [2.60274, 3.56868, 4.47381], [3.31254, 3.43281, 3.29594], [2.96044, 4.07491, 2.11267], [1.81530, 4.87119, 2.12965], [1.10582, 5.05109, 3.30424], [2.82470, 3.04908, 5.39619], [4.16519, 2.76289, 3.23475], [3.46855, 3.79865, 1.20331], [1.51635, 5.41308, 1.23930], [0.23703, 5.69665, 3.34182], [-2.61379, -2.20416, -1.38042], [-3.81193, -2.17045, -2.00887], [-4.09310, -1.06518, -2.79623], [-5.29570, -1.00773, -3.47554], [-6.23948, -2.00136, -3.26079], [-5.95508, -3.07564, -2.42572], [-4.72157, -3.18072, -1.79384], [-3.29288, -0.35497, -2.97213], [-5.44408, -0.19260, -4.17069], [-7.20559, -1.96949, -3.74710], [-6.73346, -3.81854, -2.31010], [-4.47257, -3.97256, -1.09741]],
  "atomic_forces_ev_per_a": [[0.0283, -0.1013, -0.0473], [0.2858, -0.1564, -0.2139], [-0.4124, 0.0378, -0.2259], [-0.0854, 0.3200, 0.3863], [0.5273, -0.0772, 0.0312], [-0.3656, 0.0272, 0.1496], [-0.1990, 0.2769, 0.2094], [0.0987, -0.0004, -0.0648], [-0.0463, -0.1230, -0.0509], [-0.0769, -0.0108, -0.0821], [0.1023, -0.1903, -0.0675], [0.2067, 0.0548, 0.0101], [-0.1285, 0.0054, -0.3564], [0.5265, -0.4013, 1.0957], [-0.1102, -0.2329, -0.3175], [-0.1498, -0.0055, 0.5783], [-0.2085, 0.2127, 0.2650], [0.1784, -0.2510, -1.2080], [-0.7268, 0.6101, 0.6506], [-0.0681, 0.1390, -0.3425], [0.2453, -0.1033, -0.0706], [-0.0486, 0.0324, -0.3856], [0.1310, -0.1347, 0.5137], [0.2718, 0.0407, -0.4570], [0.2143, -0.0232, 0.0297], [-0.0485, -0.0909, -0.2045], [-0.2977, 0.1472, 0.1843], [0.1164, -0.1047, 0.3040], [-0.4031, -0.1055, 0.0886], [0.5458, -0.0669, 0.2156], [-0.1550, 0.6599, -0.3106], [0.0559, -0.0349, -0.0918], [-0.0886, -0.0522, -0.2231], [0.0286, 0.0272, 0.0409], [-0.0025, -0.0963, -0.1486], [0.1251, -0.2526, 0.0694], [-0.0375, 0.0587, 0.1677], [0.7747, -0.3840, -0.1030], [-0.8421, 0.1095, 0.0902], [0.1059, 0.4640, -0.1530], [-0.2076, -0.5472, -0.3178], [-0.0747, -0.3052, 0.6266], [-0.7490, 0.5618, 0.4518], [0.2179, -0.1214, -0.2886], [0.0099, -0.0938, 0.0780], [0.2849, 0.2468, 0.1971], [0.2529, -0.0760, -0.3088], [0.2593, 0.2322, -0.2615], [-0.1479, -0.2742, -0.2798], [-0.0318, 0.6538, 0.3442], [0.0636, -0.4532, 0.1812], [0.3897, 0.0278, -0.4668], [-0.2015, 0.2622, 0.6311], [-0.1222, -0.1811, -0.3145], [-0.0604, -0.2425, -0.2624], [-0.0605, 0.0213, 0.0235], [0.0240, -0.0431, -0.0462], [0.0216, 0.0377, -0.0676], [0.0944, -0.0315, -0.0856], [0.0478, 0.1333, 0.2488], [0.2242, -0.0626, -0.1945], [-0.3218, 0.3726, 0.5198], [0.2394, 0.0252, 0.1816], [-0.2946, -0.4013, 0.0507], [0.2811, 0.2448, -0.4015], [0.0120, -0.0960, 0.4505], [-0.3542, -0.4281, 0.0254], [-0.1404, 0.0750, -0.2807], [0.2564, 0.0232, -0.0606], [-0.1484, 0.1084, 0.0270], [0.0580, 0.0128, -0.2448], [0.2163, 0.1511, -0.0700], [0.0644, 0.1594, 0.2019], [-0.0689, -0.2133, -0.1788], [0.5743, -0.0965, 0.3063], [-0.2197, 0.1398, 0.4685], [-0.1763, 0.2910, -0.5735], [-0.3195, -0.5849, 0.3638], [-0.1732, 0.5622, -0.3344], [0.0274, -0.1176, -0.1957], [-0.0404, -0.1021, -0.0732], [0.1211, -0.1103, 0.2368], [0.1966, 0.2350, -0.1541], [0.0519, -0.1777, -0.0685], [0.0038, -0.0028, -0.0553], [0.1040, -0.1989, 0.4462], [-0.2270, -0.1583, -0.8711], [0.2285, -0.1598, 0.3459], [-0.3723, 0.5662, 0.0059], [0.1188, 0.0251, 0.0297], [-0.2353, -0.4220, 0.0341], [0.1020, 0.5138, 0.2079], [-0.1635, 0.0465, -0.0888], [0.1593, -0.2238, 0.1098], [0.1621, 0.0883, -0.1767], [0.0874, 0.0431, -0.0066], [0.1894, -0.1264, 0.0673], [-0.6400, 0.5329, 0.0377], [0.5333, -0.4776, -0.1365], [-0.4990, 0.2684, -0.3471], [0.3033, -0.0284, -0.3023], [0.0334, -0.0536, 0.9805], [0.0028, -0.0758, -0.3280], [-0.0565, 0.0640, 0.0336], [0.3080, -0.0551, 0.1027], [-0.1460, -0.0097, 0.0908], [-0.0745, -0.0682, -0.2768], [0.0925, -0.0345, 0.0647], [-0.0087, 0.0020, 0.0086], [-0.0765, -0.3829, -0.1917], [0.1727, 0.3969, 0.2568], [-0.2650, -0.1134, 0.2841], [0.0174, -0.0948, -0.0062], [0.3489, 0.2703, -0.3407], [-0.1751, -0.3115, 0.2562], [-0.2307, -0.0686, -0.0319], [0.2677, 0.2243, -0.2882], [0.0138, -0.1492, 0.0106], [-0.1571, 0.0214, 0.0462], [0.1157, 0.2606, -0.0136], [0.0315, 0.0721, 0.0316], [-0.0562, 0.1084, 0.1846], [0.5150, 0.1406, -0.5296], [0.0711, -0.1550, 0.2184], [-0.1462, -0.0672, 0.0539], [0.0719, -0.5535, -0.1395], [-0.2855, 0.1341, 0.0898], [-0.1141, 0.0100, 0.0242], [-0.1385, 0.2272, -0.2095], [0.1004, 0.1218, 0.1235], [-0.2096, 0.1297, 0.0985], [0.0795, -0.2226, 0.0455], [0.0283, -0.0765, 0.0377], [-0.2603, 0.0557, -0.3120], [-0.1929, 0.2012, 0.2872], [0.6651, -0.5624, -0.5868], [-0.9014, -0.3896, 0.6986], [0.5052, 0.2419, -0.2984], [-0.1960, 0.2834, 0.0913], [0.2672, -0.0475, -0.1013], [-0.0452, -0.0014, 0.3042], [0.1428, 0.4205, -0.0757], [-0.1017, -0.1606, -0.0298], [0.0387, 0.0074, 0.0013], [-0.0308, -0.1858, -0.0150], [-0.3063, 0.5234, 0.0601], [0.7351, -0.5029, -0.3475], [0.1233, 0.0404, 0.1543], [-0.0877, -0.0997, -0.0879], [-0.1607, 0.1899, -0.2213], [-0.0720, -0.0299, 0.2952], [-0.1733, 0.1572, 0.0909], [-0.2816, 0.0133, 0.0665], [0.0462, 0.0826, -0.0672], [0.1898, -0.1537, 0.2284], [-0.0324, -0.1025, -0.1626]]
}